No. 1
A cluster of 7 separate species, C26H56N8O8 in total in a non-equilibrium geometry. Source: the OMol25 dataset; level of theory: wB97M-V/def2-TZVPD.

```
98
Properties=species:S:1:pos:R:3
O 6.8558 3.3071 2.7504
O -4.3043 -0.9426 3.0317
O -5.1309 0.3496 -2.0882
O -1.0374 -2.7600 5.8473
O -1.3176 1.7992 -6.7309
O -0.0555 3.5714 -4.0062
O 4.7184 3.1447 -1.0776
O -0.3579 -2.5589 3.6930
N -2.8054 -3.9245 3.3553
N -4.0489 1.9342 -0.9272
N 1.6290 2.5481 -5.0870
N -2.6382 -2.7907 4.2232
N -6.5055 -0.5717 3.1557
N 8.5186 2.2921 1.6514
N -1.6354 0.2125 -8.2897
N 4.5682 3.9305 1.0141
C -3.4474 0.7442 -6.7153
C -2.9667 2.8561 -0.6282
C 9.0661 3.6897 3.5914
C -1.2725 -2.7187 4.6796
C -7.8796 -0.5498 2.6886
C -5.5866 -1.5055 1.0859
C 0.8794 -3.2130 3.9437
C 8.0552 3.0915 2.6446
C 3.0107 2.1843 -5.3344
C 0.9690 -4.6276 3.3076
C 2.6616 2.7155 0.0735
C -5.4026 -0.9907 2.4901
C 0.6017 -8.1554 3.5353
C 4.0582 3.2746 -0.0514
C -3.0066 1.0417 -2.9522
C -3.9555 -4.7130 3.8853
C -3.7865 -6.1671 3.3827
C 9.8919 1.9211 1.3648
C 1.1428 3.3509 -4.1006
C -2.0530 0.9680 -7.2372
C -2.3718 -0.8131 -9.0049
C 2.1463 3.9436 -3.1421
C 1.0113 -5.6734 4.4547
C -4.1476 1.0690 -1.9701
C 3.9439 4.1775 2.2977
C 0.7533 -7.0356 3.9320
H -6.0006 -0.7235 0.4474
H 10.1443 2.2480 0.3549
H -6.2450 -2.3756 1.0854
H -8.4895 -1.1642 3.3526
H 0.9150 2.1782 -5.7005
H 2.6756 3.1518 -2.6182
H -3.6172 1.4202 -5.8833
H 9.7681 4.3223 3.0466
H -2.4455 -0.5303 -10.0565
H -3.1287 -3.5447 2.4693
H 10.5845 2.3711 2.0680
H 1.9489 3.5204 0.2580
H -4.6221 -1.8015 0.6824
H 2.3908 2.2192 -0.8517
H 2.8569 4.5731 -3.6790
H 0.1021 -4.7597 2.6529
H -4.8823 -4.3189 3.4365
H -0.6933 0.4181 -8.5817
H 9.6073 2.9012 4.1159
H -2.8885 2.0201 -3.4205
H -3.5544 -0.2821 -6.3602
H 2.6185 1.9849 0.8824
H -2.8323 -1.9131 3.7288
H -8.2489 0.4765 2.7202
H -4.1886 0.9501 -7.4887
H -1.8294 -1.7573 -8.9317
H 5.5027 4.2752 0.8644
H 3.1081 1.0981 -5.2779
H 3.2893 2.5094 -6.3392
H 2.9424 3.7629 2.3523
H 7.7893 1.9281 1.0566
H -2.1730 2.7972 -1.3661
H 1.9928 -5.6590 4.9371
H 4.5624 3.7302 3.0745
H 3.6826 2.6392 -4.6136
H 9.9845 0.8352 1.4168
H -7.9650 -0.9274 1.6755
H 1.6268 4.5578 -2.4110
H 1.8814 -4.7066 2.7074
H -3.9907 -4.6297 4.9701
H 8.5476 4.3002 4.3250
H -3.2160 0.3104 -3.7271
H -4.4347 -6.8344 3.9626
H 3.8952 5.2561 2.4598
H 0.5386 -9.2177 3.4960
H -6.3099 -0.2414 4.0882
H -3.3617 3.8730 -0.6095
H 1.1572 -3.2809 5.0002
H -2.7534 -6.4997 3.5287
H -2.5599 2.6176 0.3563
H -4.0388 -6.1891 2.3174
H -3.3701 -0.9446 -8.6015
H -2.0828 0.7546 -2.4488
H -4.8412 1.9063 -0.3055
H 1.6559 -2.5963 3.4726
H 0.2265 -5.4151 5.1728
```

LUMO = 0.6 eV
Max |F| = 0.0401 hartree/bohr
Charge = 0
Structure (SMILES) = C#CCCCOC(=O)NNCC.CNC(C)=O.CNC(C)=O.CNC(C)=O.CNC(C)=O.CNC(C)=O.CNC(C)=O
E_tot = -56170.2806 eV
Frontier orbital gap = 9.22 eV

Results of the Löwdin charge analysis, in e, for atoms 1 through 8:
1. O 0.0207
2. O 0.0079
3. O 0.0123
4. O 0.1319
5. O 0.0334
6. O 0.0188
7. O 0.0041
8. O 0.0106

***

No. 2
A cluster of 9 separate species, C26H56NO10 in total in a non-equilibrium geometry. Source: the OMol25 dataset; level of theory: wB97M-V/def2-TZVPD.

```
93
Properties=species:S:1:pos:R:3
O 2.1469 3.8448 -1.7137
O 2.0699 1.8088 -0.6037
O -0.9101 -2.4532 -3.0607
O 2.1829 0.9648 2.7193
O -1.6571 2.5978 -0.2447
O 0.2469 -2.8522 1.4203
O -3.0081 -1.1462 0.4443
O 2.1819 -1.4242 -1.4657
O -1.5751 0.5608 3.3103
O -0.2901 -0.3782 -2.6457
N -0.0631 0.0708 0.5483
C 0.8189 -4.4622 3.2393
C 0.0739 -4.0482 1.8913
C 2.3239 1.7818 -2.9557
C -2.1551 -4.1902 -2.2937
C -1.6331 3.5688 -1.0887
C 4.0439 -0.1152 4.2573
C 3.9819 -0.3412 1.6103
C -3.1991 0.8968 5.0943
C 0.7249 -1.3732 -4.4597
C 3.4009 -3.4682 -0.8407
C -4.1001 -0.3732 0.4183
C -1.9861 4.9248 -0.5317
C -0.1841 -1.3782 -3.3527
C 3.3039 0.1588 2.8013
C 2.1969 2.4628 -1.6967
C -1.3651 3.2998 -2.5697
C -5.2761 -0.5742 1.3723
C 1.9479 4.5658 -0.5017
C 4.0339 -2.1092 -2.9977
C 1.9959 6.0778 -0.8557
C -4.2051 0.5818 -0.6657
C -2.7311 2.6968 3.2713
C 3.1959 -2.2292 -1.7677
C -1.7651 -2.7652 -2.0427
C -0.7061 -5.1182 1.1363
C -2.5111 1.2818 3.7923
H 3.8679 -2.9132 -3.6717
H 1.2009 6.5258 -1.5937
H 1.5639 1.9588 -3.8207
H -0.5761 0.1238 -0.3277
H 3.8109 -1.4212 1.4993
H 3.7159 0.2038 0.6473
H 1.5349 -3.5702 3.4543
H -6.1761 -0.0222 0.9243
H 4.9139 0.4858 4.3003
H 2.9609 -4.5832 -1.2617
H -2.1811 3.7718 -3.2237
H -1.4791 -5.0062 -1.8987
H 0.2099 -4.6642 3.9033
H -1.9611 3.0488 2.8733
H 3.0329 2.2968 -3.3537
H 2.0279 6.8488 -0.1307
H -5.6451 -1.6122 1.5693
H -4.7571 -0.3302 2.1933
H 2.9539 6.2418 -1.3007
H 0.8219 -0.1532 0.3073
H -3.2051 3.2758 4.2353
H -2.9491 -4.2522 -1.5967
H -1.0931 5.2498 -0.0807
H -0.5391 -0.5182 1.1363
H 4.2649 -1.1662 4.4653
H -4.3011 1.7348 -0.4927
H -1.3971 -5.7022 1.7023
H -2.4301 -4.4782 -3.3197
H 5.1469 -2.1712 -2.9407
H -3.0251 1.7098 5.7863
H 3.0399 -3.1002 0.2073
H -3.6111 2.5538 2.4173
H 2.4869 0.8018 -2.7657
H 1.2359 -0.4872 -4.6147
H -1.2701 -4.8972 0.2493
H -0.1981 0.9428 0.9913
H -3.4351 0.7458 -1.4807
H -2.8001 4.7458 0.1403
H -4.3691 0.9678 4.7893
H -2.5151 -2.0332 -2.0867
H 2.4989 4.4098 0.3773
H -5.1451 0.2648 -1.3427
H -0.3841 3.6778 -2.6787
H 0.0009 -5.9362 0.8063
H 3.9139 -1.2732 -3.5587
H 1.3619 -2.2072 -4.2037
H 4.9969 -0.0962 1.9033
H 1.4699 -5.4572 3.0063
H 4.4569 -3.7092 -0.7587
H -2.4071 5.4608 -1.4077
H -2.9331 -0.2862 5.2333
H 0.1979 -1.5992 -5.2137
H -1.4051 2.3508 -2.7707
H -1.3061 -2.6522 -1.1057
H 3.3409 0.2158 4.9993
H 0.9149 4.3428 -0.0877
```

LUMO = -1.7 eV
Max |F| = 0.2317 hartree/bohr
Energy above the lowest of the compared OMol25 structures with the same formula, charge and spin = 381.2 kJ/mol
Charge = +1
E_tot = -49819.3962 eV
Frontier orbital gap = 9.79 eV

Results of the Löwdin charge analysis, in e, for atoms 1 through 8:
1. O -0.0115
2. O 0.0354
3. O 0.0126
4. O -0.0796
5. O -0.0252
6. O -0.0284
7. O -0.0440
8. O -0.0305

***

No. 3
A cluster of 12 separate species, C26H57F8N24O14PS in total in a non-equilibrium geometry. Source: the OMol25 dataset; level of theory: wB97M-V/def2-TZVPD.

```
131
Properties=species:S:1:pos:R:3
S 0.8739 -0.9893 6.4811
P -0.2279 0.6335 6.4645
F 0.8493 5.4900 -2.3287
F 2.9943 6.7290 -3.6683
F 4.7189 5.2313 -3.6599
F -0.6185 3.3271 -1.7521
F 3.1649 3.1770 -3.6187
F 2.3589 4.5367 -5.1890
F 0.1219 4.5396 -4.2463
F 1.4978 2.7441 -1.4219
O -5.6994 -5.7076 -4.5667
O 2.4480 -3.3585 6.2731
O -5.5433 -1.1141 -0.7160
O 2.6265 2.5886 9.0268
O -8.3833 -3.3133 -1.6020
O -1.2426 -4.0381 -1.4764
O 5.6617 10.7110 -4.6705
O 0.8702 0.7233 -2.7243
O 6.3282 3.6676 -8.4658
O -2.3903 -0.8633 -4.1014
O 10.0853 1.0596 -2.7877
O 1.1893 -5.1638 10.2830
O -1.3696 0.4449 7.6664
O 0.7428 1.9566 6.6975
N -0.5519 -6.5481 10.7065
N -3.0370 -5.3545 -1.0386
N 3.3575 -4.4576 8.0307
N -6.9197 -3.2275 -3.3290
N 6.6768 3.6682 -6.2263
N -0.0271 -0.4109 1.1890
N 7.8245 1.1755 -2.8110
N 2.6824 2.9394 11.2637
N -4.6500 -0.7236 -4.0563
N 4.6137 -4.0177 6.1611
N -3.4514 0.4092 -5.6504
N -3.2161 -3.0722 -0.9150
N 0.8223 2.0292 10.2728
N -7.7583 -5.2326 -2.6368
N -5.0561 -7.6110 -5.6147
N -7.3701 -1.6634 0.5073
N -5.5358 -0.7333 1.5224
N 6.0909 9.0625 -6.1637
N -4.2278 -5.5859 -6.2839
N 4.6110 8.7170 -4.4442
N 9.0651 2.3267 -4.3634
N -2.8574 0.6310 0.7483
N -0.8233 -4.2732 10.8117
N 4.5620 3.9320 -7.0749
C -2.1825 0.6320 1.9678
C 5.4676 9.5745 -5.0657
C 0.0164 -5.3181 10.5806
C -2.4209 -4.1466 -1.1634
C 0.6011 3.1134 -2.4126
C 0.1100 -1.0455 -1.2298
C 2.4980 4.3709 -3.8030
C 3.4072 -3.9082 6.7890
C 5.8843 3.7503 -7.3356
C -0.1487 -0.2948 -2.5857
C -2.9116 1.2117 3.1518
C -2.3637 1.2483 4.4956
C -5.0364 -6.2660 -5.4339
C 0.4111 1.8748 -3.4156
C -2.0609 0.0746 -0.1921
C 2.0806 2.5233 10.1137
C -0.6659 -0.4278 -0.0099
C -0.9925 0.6795 4.7463
C -6.1173 -1.1663 0.3714
C -0.8205 0.1163 2.2072
C 9.0618 1.4907 -3.2859
C 3.4247 5.5099 -3.1922
C -0.2540 0.1495 3.5885
C -3.4297 -0.4220 -4.5719
C 1.0317 4.4091 -3.1962
C -7.7306 -3.8892 -2.4667
H 7.6610 3.5349 -6.3781
H -6.3759 -3.6828 -4.0426
H 2.2510 2.8943 12.1676
H -6.8695 -2.2279 -3.2340
H 5.9453 8.1306 -6.5054
H 8.2346 2.6927 -4.7880
H -4.0009 -5.4656 -0.7840
H 4.1345 -4.9130 8.4710
H -0.0200 -2.1623 -1.3026
H 2.4816 -4.3969 8.5276
H -3.6769 -6.0224 -6.9993
H -4.5217 -8.0874 -6.3170
H -5.5137 -0.3717 -4.4253
H 0.3549 1.9666 11.1575
H -0.6336 1.8040 -3.8142
H 3.9438 3.9979 -7.8648
H 1.6558 1.6022 6.6498
H -8.3470 -5.7619 -2.0177
H -7.8584 -1.7179 1.3813
H 0.7703 -0.2446 3.8035
H 0.0389 -7.3445 10.5426
H -4.2919 0.7824 -6.0507
H -4.1871 -4.5866 -6.1785
H 4.4380 7.7812 -4.7526
H -4.6016 -0.3623 1.4469
H -1.7899 -4.3773 11.0572
H -2.5037 -0.0205 -1.2239
H 3.6130 3.3104 11.1851
H 0.3461 1.7119 9.4450
H 1.0865 1.9958 -4.3206
H -2.7967 -2.1633 -0.9977
H -5.6447 -8.1480 -5.0017
H 4.6883 -3.6225 5.2403
H 7.7817 0.5608 -2.0169
H -5.9786 -0.7690 2.4212
H -4.6736 -1.3355 -3.2542
H 9.9608 2.5816 -4.7421
H -2.4810 -6.1727 -1.2148
H 1.2056 -0.8882 -0.9846
H 6.3310 3.7347 -5.2859
H -1.5131 -6.6969 10.9499
H 0.0436 -1.0510 -3.4078
H -4.1852 -3.1376 -0.6577
H 4.1322 9.0591 -3.6298
H -1.8859 -0.3717 7.5418
H -0.4377 -3.3483 10.7270
H 4.1800 4.0024 -6.1512
H -3.9419 1.6423 3.0107
H -2.5662 0.6543 -6.0584
H -7.2236 -5.7142 -3.3434
H -7.8229 -1.9973 -0.3347
H 6.7311 9.6657 -6.6496
H 5.4149 -4.4645 6.5655
H 6.9696 1.5190 -3.2070
H -1.1940 0.0591 -2.7335
H 3.3944 5.4033 -2.0788
H -2.9922 1.7034 5.3039
```

LUMO = -0.5 eV
Max |F| = 0.0761 hartree/bohr
Charge = 0
Structure (SMILES) = OP(O)(=S)c1ccc2ncc(CCOCC(F)(F)C(F)(F)C(F)(F)C(F)F)nc2c1.NC(N)=O.NC(N)=O.NC(N)=O.NC(N)=O.NC(N)=O.NC(N)=O.NC(N)=O.NC(N)=O.NC(N)=O.NC(N)=O.NC(N)=O
E_tot = -134188.8158 eV
Frontier orbital gap = 7.38 eV

Results of the Löwdin charge analysis, in e, for atoms 1 through 8:
1. S 0.3539
2. P 0.3262
3. F 0.1038
4. F 0.0699
5. F 0.0432
6. F 0.0812
7. F 0.1104
8. F 0.0797

***

No. 4
A cluster of 10 separate species, C26H57F9O13S7 in total in a non-equilibrium geometry. Source: the OMol25 dataset; level of theory: wB97M-V/def2-TZVPD.

```
112
Properties=species:S:1:pos:R:3
S 1.3224 -0.0463 0.1023
S -2.5949 -3.6440 2.7298
S 0.9062 3.6302 2.5561
S -2.9571 -0.0258 -3.2068
S 0.0390 3.8979 -3.1998
S 0.8434 -5.1340 -1.6717
S 0.1146 -1.3775 -4.5987
F 1.2004 -0.3717 7.5318
F 6.0864 1.7589 -0.7952
F -3.9100 3.7133 3.5106
F -1.7284 3.5328 3.6261
F -2.9540 1.8263 4.0075
F -0.7377 -0.7655 6.6442
F 0.3069 1.0348 6.1153
F 5.0356 2.0083 1.0668
F 7.1231 2.0265 1.0484
O 1.6869 -4.6056 -2.7664
O 0.3036 2.3056 2.1143
O -3.7461 1.7369 1.4035
O 4.9322 -0.5483 0.1456
O -2.6227 3.6225 1.0188
O -0.2858 4.3046 -1.7757
O -3.5221 1.3516 -3.4795
O -1.5012 -3.8472 1.7025
O 0.5203 -2.0469 4.8652
O 1.7400 -1.3493 -0.5374
O 7.0192 -0.7544 1.1241
O 2.3030 -0.7157 5.0110
O -0.3734 -0.1420 -5.2032
C -0.5980 -3.9772 -1.5863
C 0.4868 5.3329 -4.1620
C 2.1162 -3.9315 4.6917
C 1.1790 -1.0048 5.3377
C 1.8444 -1.3672 -4.5583
C -3.2006 3.7549 -0.3398
C -3.4576 -0.9768 -4.5965
C -3.0767 2.6629 1.7751
C -3.9413 -0.9251 -1.9411
C 6.1214 1.4594 0.4946
C 4.3985 -2.5800 1.4859
C 1.6969 -4.6115 -0.1748
C 0.0618 -2.8402 -5.7252
C -2.8220 2.8971 3.2400
C -0.4227 -0.1799 0.4027
C -4.1859 -3.6586 1.8893
C 0.4255 -0.2631 6.4431
C 1.1506 -3.0273 3.9165
C -1.5013 3.7188 -4.1738
C 2.5464 3.9539 1.6829
C 4.6922 -2.0095 0.0638
C 1.3325 1.1301 -1.2237
C -0.0099 5.0564 1.6822
C 6.1163 -0.1420 0.6202
C -4.6343 4.3074 -0.2172
C -2.6060 -1.8476 3.1824
H 0.1952 5.1614 -5.1109
H -2.1034 4.5707 -3.8387
H 2.1756 -0.6673 -3.7858
H 3.9308 -3.5260 1.3406
H -4.9580 4.5823 -1.2323
H 2.9631 -3.3811 5.1480
H 1.5107 -2.4031 3.0610
H -4.7555 5.2217 0.3673
H -1.9492 2.7194 -4.0212
H 0.2701 -3.5033 3.5990
H -0.6580 0.4789 1.1742
H 2.3479 1.5208 -1.3410
H -4.9585 -3.2892 2.5066
H 1.4902 5.5512 -4.0528
H 0.6243 -2.6908 -6.6444
H 3.7311 -1.8826 2.0719
H 5.3100 -2.6797 2.0738
H 0.6888 1.9676 -0.8835
H -3.7815 -1.9555 -1.9175
H 0.3928 5.9472 2.0584
H -4.4251 -4.6576 1.5792
H 3.8203 -2.0595 -0.6189
H 2.3282 3.7214 0.6306
H -4.5469 -1.0325 -4.6503
H -3.0309 -0.5511 -5.5901
H 2.8278 5.0051 1.9188
H -1.0577 -4.0075 -0.5645
H -4.0991 -3.0416 1.0239
H -3.4274 -1.5939 3.9282
H 2.4096 -5.3900 0.0502
H -0.9273 -2.9661 -6.1537
H 0.4999 -3.6693 -5.1391
H -1.6218 -1.6487 3.6587
H 1.6203 -4.6304 5.3770
H -1.0844 4.9869 1.9634
H -0.2090 -2.9424 -1.6713
H -0.5442 -1.1896 0.5814
H 2.2530 -1.2325 -5.6142
H 2.5768 -4.5261 3.8854
H -1.3309 -4.3897 -2.3614
H 2.0970 -2.3712 -4.2608
H -3.1622 2.7605 -0.8483
H -2.5237 4.4550 -0.7982
H -5.2243 3.4550 0.0902
H 3.2010 3.1493 2.0737
H -3.1011 -1.9785 -4.4668
H -3.6445 -0.5055 -0.9718
H -0.9646 0.0530 -0.5017
H 2.0877 -3.5755 -0.3302
H 5.6132 -2.4428 -0.3291
H 1.0408 -4.5710 0.7537
H -4.9972 -0.6486 -2.1574
H 0.8935 0.8275 -2.2440
H -1.2887 3.5371 -5.2753
H -2.6822 -1.2280 2.2942
H -0.2561 6.0206 -3.7258
H 0.1519 4.8282 0.5924
```

LUMO = 0.2 eV
Max |F| = 0.0771 hartree/bohr
Energy above the lowest of the compared OMol25 structures with the same formula, charge and spin = 118.8 kJ/mol
Charge = 0
E_tot = -154801.6708 eV
Frontier orbital gap = 8.93 eV

Results of the Löwdin charge analysis, in e, for atoms 1 through 8:
1. S 0.8564
2. S 0.8484
3. S 0.8594
4. S 0.7869
5. S 0.8349
6. S 0.8092
7. S 0.7397
8. F 0.1697